A molecular structure, C32H21F12IN2O8STc. Source: the Open Molecules 2025 dataset; level of theory: wB97M-V/def2-TZVPD.

E_HOMO: -11.28 eV
Spin multiplicity: 1
Gap between HOMO and LUMO: 6.6652 eV
LUMO: -4.6 eV
Total energy: -106622.050 eV
Total charge: +1

XYZ file:
```
78
Properties=species:S:1:pos:R:3:forces:R:3:lowdin_charge:R:1
Tc -1.275930 1.780941 0.142326 -0.1 0.3 0.0 1.5555
C 0.998890 -2.686302 5.026259 0.0 0.0 0.0 -0.0242
C 0.660410 -2.024748 3.724682 0.0 0.0 0.0 -0.2371
C -0.291782 -2.684296 2.841142 0.0 0.0 0.0 0.0324
C -0.679449 -2.161697 1.673169 0.0 -0.1 0.0 0.0176
C -0.267259 -0.836004 1.239910 -0.1 0.1 -0.1 -0.1228
N -0.832258 -0.266687 0.212840 0.1 -0.1 0.1 0.0289
C -1.478771 -1.136880 -0.735581 0.0 0.0 0.0 -0.2096
C -0.718949 -2.178717 -1.260420 0.0 0.0 0.1 -0.0107
C -1.290150 -3.124694 -2.089944 0.0 0.0 0.0 -0.0060
C -2.641950 -3.060660 -2.405098 0.0 0.0 0.0 -0.2345
C -3.292320 -4.092093 -3.285047 0.0 0.0 0.0 -0.0306
C -3.375165 -1.976694 -1.930811 0.0 0.0 0.0 0.0417
C -2.808901 -0.982452 -1.142511 0.0 0.0 0.1 -0.0593
C -3.537771 0.319997 -0.811594 0.0 0.0 0.0 -0.2805
O -2.665939 1.370944 -1.087414 0.0 0.0 0.0 -0.2395
C -4.764557 0.574369 -1.729917 0.1 0.0 0.0 -0.5728
F -5.196765 1.818897 -1.600685 0.0 0.1 0.0 0.1977
F -4.430839 0.392423 -3.011015 0.0 0.0 0.0 0.1785
F -5.772401 -0.260251 -1.429408 0.0 0.0 0.0 0.1703
C -4.007154 0.371267 0.677738 0.0 0.0 0.0 -0.5054
F -5.019316 1.182654 0.906220 0.0 0.1 0.0 0.2150
F -4.304433 -0.826486 1.156417 0.0 -0.1 0.0 0.2010
F -2.963371 0.854207 1.463244 0.1 0.0 0.0 0.0533
C 0.915999 -0.197714 2.014516 0.0 0.1 0.0 -0.1955
C 1.180119 -0.861430 3.349749 0.0 0.0 0.0 0.0390
C 0.859784 1.362982 2.198493 0.0 -0.1 0.0 -0.2669
O 0.401371 2.039030 1.096301 0.0 -0.1 0.1 -0.3747
C -0.068347 1.708066 3.414802 0.0 0.0 -0.1 -0.5473
F -0.530176 2.951953 3.310263 0.0 0.0 0.0 0.1709
F -1.135719 0.885867 3.407830 0.0 0.0 0.0 0.1650
F 0.538605 1.593831 4.596459 0.0 0.0 0.0 0.1878
C 2.271160 1.989173 2.443190 0.0 0.0 0.0 -0.5430
F 2.983846 1.993277 1.310398 0.0 0.0 0.0 0.1722
F 2.108344 3.279957 2.794236 0.0 0.1 0.0 0.1329
F 3.007771 1.409054 3.383475 0.0 -0.1 0.0 0.1877
H 1.410295 -3.683290 4.852352 0.0 0.0 0.0 0.0931
H 0.099846 -2.808921 5.635558 0.0 0.0 0.0 0.0952
H 1.723228 -2.105421 5.593991 0.0 0.0 0.0 0.0874
H -0.728252 -3.621639 3.167352 0.0 0.0 0.0 0.1318
H -1.433131 -2.664237 1.088927 0.0 0.0 0.0 0.1241
H 0.327098 -2.251297 -0.988466 0.0 0.0 0.0 0.1263
H -0.680457 -3.931403 -2.480821 0.0 0.0 0.0 0.1252
H -2.767844 -5.045514 -3.229124 0.0 0.0 0.0 0.0834
H -3.283066 -3.767798 -4.328184 0.0 0.0 0.0 0.0938
H -4.332098 -4.252954 -3.000431 0.0 0.0 0.0 0.0872
H -4.417072 -1.912088 -2.210796 0.0 0.0 0.0 0.1259
H 1.905835 -0.372152 3.978646 0.0 0.0 0.0 0.1270
O -0.863365 5.705629 -0.442248 0.0 0.0 0.0 -0.7220
S -2.388342 5.075962 0.110837 0.1 0.2 -0.1 0.4197
O -3.152475 5.149776 -1.080314 0.0 -0.1 0.0 -0.2194
O -1.981266 3.702007 0.506425 -0.1 -0.1 0.2 -0.5195
O -2.683310 5.878872 1.241189 0.0 0.0 0.0 -0.2285
I 0.676080 4.811498 0.227159 0.0 0.0 0.0 1.9483
C 0.733906 3.509400 -1.400035 0.1 0.1 0.0 -0.5181
C 1.571421 3.873884 -2.434960 0.0 0.0 0.0 -0.0784
C 1.531364 3.118512 -3.599401 0.0 0.0 0.0 -0.0133
C 0.645914 2.060465 -3.663069 0.0 0.0 0.0 0.0025
C -0.146073 1.767533 -2.566075 0.0 0.0 0.0 -0.0711
N -0.109641 2.479759 -1.430836 0.0 -0.2 -0.1 -0.0748
H 2.222176 4.731563 -2.343091 0.0 0.0 0.0 0.1080
H 2.168933 3.372034 -4.435562 0.0 0.0 0.0 0.1274
H 0.561497 1.444946 -4.547924 0.0 0.0 0.0 0.1275
H -0.830510 0.931974 -2.577873 0.0 0.0 0.0 0.1180
O 2.115105 -0.601449 1.292014 0.1 -0.1 0.0 0.0583
C 2.390742 -0.388909 -0.022808 0.1 0.1 0.0 -0.4091
O 1.697997 0.254215 -0.763057 -0.1 0.0 -0.1 0.1172
C 3.667979 -1.042122 -0.414501 0.0 0.0 0.1 -0.1240
C 4.068882 -0.916514 -1.742658 0.0 0.0 0.0 -0.0140
C 5.246617 -1.504766 -2.168932 0.0 0.0 0.0 -0.0623
C 6.028518 -2.217687 -1.269139 0.0 0.0 0.0 -0.0619
C 5.632796 -2.343401 0.055251 0.0 0.0 0.0 -0.0589
C 4.453155 -1.758385 0.487152 0.0 0.0 0.0 -0.0047
H 3.445165 -0.356640 -2.427452 0.0 0.0 0.0 0.1145
H 5.557806 -1.409860 -3.201446 0.0 0.0 0.0 0.1095
H 6.950558 -2.677905 -1.602350 0.0 0.0 0.0 0.1118
H 6.245229 -2.899274 0.753291 0.0 0.0 0.0 0.1112
H 4.142134 -1.855488 1.517190 0.0 0.0 0.0 0.1190
```
Positions in Å, forces in eV/Å.